Version w
The following is a quantum chemistry calculation of an isolated ion of composition H3N6 and charge +1, from the Open Molecules 2025 dataset.

Structure (ORCA input):
```
! RIJCOSX wB97M-V def2-TZVPD def2/J DEFGRID3
* xyz 1 1
N -0.368 -0.963 0.019
N -1.707 -0.953 -0.003
N 1.390 0.600 0.059
N 0.161 0.209 0.011
N -1.227 1.130 -0.023
N -2.057 0.270 -0.023
H 2.175 -0.025 -0.102
H 1.540 1.604 0.029
H 0.092 -1.872 0.033
*
```

## Properties
* frontier orbital gap: 9.5 eV

---

Version x
The following is a quantum chemistry calculation of an isolated ion of composition H3N6 and charge +1, from the Open Molecules 2025 dataset.

Structure (ORCA input):
```
! RIJCOSX wB97M-V def2-TZVPD def2/J DEFGRID3
* xyz 1 1
N -1.496 0.360 -0.490
N 1.528 0.248 1.175
N 1.155 0.799 2.070
N -0.284 0.256 -0.059
N 1.699 -0.501 0.234
N 0.664 -0.466 -0.606
H -1.804 -0.227 -1.217
H -2.166 0.868 0.082
H 0.704 -1.336 -1.188
*
```

## Properties
* frontier orbital gap (alpha / beta): 8.5 / 8.5 eV

---

Name the least stable of them. version x.

---

Version w
The following is a quantum chemistry calculation of the molecule C5H13N2, from the Open Molecules 2025 dataset.

Structure (ORCA input):
```
! RIJCOSX wB97M-V def2-TZVPD def2/J DEFGRID3
* xyz 0 2
N 1.334 1.201 1.465
N 0.491 -0.039 -1.037
C 0.064 0.551 1.931
C -0.310 -0.771 1.198
C -1.578 -1.296 -1.005
C -0.646 -0.623 -0.261
C 0.240 0.759 -2.252
H 2.075 0.744 1.995
H 1.424 2.155 1.832
H 0.575 1.776 -2.078
H -0.755 0.611 -2.671
H 1.338 -0.682 -1.140
H -0.859 1.136 1.912
H -1.181 -1.178 1.728
H 0.796 0.293 -3.087
H -1.498 -1.314 -2.085
H -2.146 -2.177 -0.655
H 0.520 -1.511 1.404
H 0.832 0.701 -0.401
H 0.290 0.455 3.020
*
```

## Properties
* frontier orbital gap (alpha / beta): 4.7 / 8.7 eV
* expectation value of S²: 0.75

---

Version x
The following is a quantum chemistry calculation of C5H13N2 as an isolated structure, from the Open Molecules 2025 dataset.

Structure (ORCA input):
```
! RIJCOSX wB97M-V def2-TZVPD def2/J DEFGRID3
* xyz 0 2
N -0.496 -0.341 -1.231
N -0.049 1.602 -0.228
C 0.969 0.965 0.586
C 0.141 -1.194 -0.110
C -0.932 -2.297 0.214
C 0.452 -0.339 1.092
C 0.013 2.943 -0.295
H 1.230 1.681 1.374
H -0.610 3.488 -1.008
H 0.004 -0.503 -2.092
H -0.462 0.734 -0.851
H 0.821 3.482 0.256
H -1.958 -1.937 0.245
H 2.004 0.770 0.083
H -0.616 -2.847 1.081
H -0.775 -2.981 -0.600
H -0.467 -0.221 1.685
H 1.125 -0.921 1.753
H -1.469 -0.624 -1.285
H 1.075 -1.460 -0.669
*
```

## Properties
* frontier orbital gap (alpha / beta): 5.1 / 9.2 eV
* expectation value of S²: 0.75

---

Name the least stable of them. version w.

---

Version w
The following is a quantum chemistry calculation of an isolated ion of composition CNO4 and charge -1, from the Open Molecules 2025 dataset.

Structure (ORCA input):
```
! RIJCOSX wB97M-V def2-TZVPD def2/J DEFGRID3
* xyz -1 1
O -1.225 0.566 -0.921
O 1.026 -1.319 -0.582
O -1.295 -0.491 0.961
O 1.414 1.074 0.395
N -0.684 0.031 0.042
C 0.765 0.139 0.105
*
```

## Properties
* frontier orbital gap: 8.7 eV

---

Version x
The following is a quantum chemistry calculation of CNO4 as an isolated structure, from the Open Molecules 2025 dataset.

Structure (ORCA input):
```
! RIJCOSX wB97M-V def2-TZVPD def2/J DEFGRID3
* xyz -1 1
O 0.287 -0.898 0.307
O -1.802 -0.693 0.598
O -0.851 0.296 -1.039
O 1.213 1.306 0.354
N -0.829 -0.365 -0.045
C 1.622 0.290 -0.071
*
```

## Properties
* frontier orbital gap: 9.0 eV

---

Name the least stable of them. version w.

---

Version w
The following is a quantum chemistry calculation of a 5-piece molecular cluster, C3H14NO4 overall, from the Open Molecules 2025 dataset.

Structure (ORCA input):
```
! RIJCOSX wB97M-V def2-TZVPD def2/J DEFGRID3
* xyz 2 2
O 2.095 -2.048 1.626
O -2.154 0.637 1.136
O -0.746 2.982 1.212
O -2.042 0.119 -1.387
N 0.323 -0.259 -0.303
C 0.622 -1.126 -1.406
C 1.212 0.382 0.431
C 1.791 -1.333 -1.933
H -0.735 -0.080 -0.288
H 0.982 1.062 1.287
H -2.636 -0.016 1.613
H 2.285 0.291 0.308
H -1.571 2.817 0.758
H -2.189 0.548 -2.245
H -2.671 0.601 -0.832
H 2.561 -2.926 1.654
H -2.314 1.394 1.562
H 2.690 -0.875 -1.779
H -0.249 -1.837 -1.488
H 1.313 -2.023 1.987
H -0.334 3.715 0.873
H 1.767 -2.025 -2.784
*
```

## Properties
* frontier orbital gap (alpha / beta): 8.0 / 4.5 eV
* expectation value of S²: 0.75

---

Version x
The following is a quantum chemistry calculation of a 5-piece molecular cluster, C3H14NO4 overall, from the Open Molecules 2025 dataset.

Structure (ORCA input):
```
! RIJCOSX wB97M-V def2-TZVPD def2/J DEFGRID3
* xyz 2 2
O -2.707 -0.376 1.982
O 1.333 -0.086 2.092
O -0.661 1.556 1.809
O -0.311 1.303 -2.978
N 0.243 -0.248 -0.279
C 1.915 -1.367 -1.714
C -0.776 -0.662 -0.976
C 1.592 -0.486 -0.731
H 2.224 -0.090 0.045
H 0.925 0.133 2.940
H 0.432 1.392 -3.587
H -1.834 -0.537 -0.700
H 2.910 -1.386 -2.143
H 1.890 -0.857 2.259
H -1.826 -0.511 2.360
H -3.293 -1.085 2.290
H -1.524 1.320 2.193
H 0.213 0.485 0.469
H -0.616 2.194 -2.747
H -0.771 2.499 1.627
H -0.554 -1.231 -1.892
H 1.196 -1.960 -2.319
*
```

## Properties
* frontier orbital gap (alpha / beta): 7.6 / 4.7 eV
* expectation value of S²: 0.75

---

Name the least stable of them. version w.